1.
{"formula": "C32H49N3O4", "method": "ωB97M-V/def2-TZVPD", "elements": ["N", "C", "C", "C", "C", "C", "C", "C", "C", "O", "O", "C", "C", "C", "C", "C", "O", "C", "C", "C", "C", "C", "C", "C", "O", "H", "H", "H", "H", "H", "H", "H", "H", "H", "H", "H", "H", "H", "H", "H", "H", "H", "H", "H", "C", "C", "N", "C", "C", "C", "C", "H", "H", "H", "H", "H", "H", "H", "H", "H", "H", "H", "H", "H", "H", "H", "C", "C", "N", "C", "C", "C", "C", "H", "H", "H", "H", "H", "H", "H", "H", "H", "H", "H", "H", "H", "H", "H"], "positions_angstrom": [[0.96035, -5.29510, -2.33691], [0.75591, -3.87933, -2.70523], [0.34477, -3.09350, -1.45247], [0.30553, -1.59259, -1.65216], [-0.88980, -0.93764, -1.96739], [-2.22435, -1.65361, -2.09217], [-3.42609, -0.87742, -1.46478], [-4.22467, -1.73557, -0.47353], [-5.68539, -1.30005, -0.36530], [-6.35130, -0.90992, -1.29658], [-6.25605, -1.38015, 0.88854], [-0.88208, 0.42412, -2.16613], [0.24863, 1.19317, -2.05010], [1.42408, 0.56716, -1.72645], [1.43676, -0.79946, -1.53843], [2.77431, -1.40945, -1.15018], [3.19379, -2.46149, -1.59214], [3.55463, -0.57166, -0.16425], [4.23725, -1.12293, 0.88930], [4.88416, -0.27440, 1.75623], [4.84719, 1.08447, 1.56751], [4.16900, 1.64401, 0.51386], [3.52750, 0.79082, -0.34669], [2.72509, 1.30113, -1.52228], [3.12113, 2.19357, -2.24386], [1.89392, -5.59937, -2.58358], [0.91740, -5.40122, -1.33003], [-0.03452, -3.79631, -3.46251], [1.68355, -3.49407, -3.13255], [-0.62996, -3.46350, -1.12558], [1.03798, -3.30097, -0.62858], [-2.43510, -1.81212, -3.15464], [-2.20183, -2.63157, -1.60888], [-3.12245, 0.04481, -0.96698], [-4.10953, -0.64696, -2.28698], [-3.80777, -1.76232, 0.53874], [-4.24061, -2.76916, -0.84919], [-6.01161, -2.23237, 1.27646], [-1.80781, 0.94467, -2.39335], [0.26087, 2.27046, -2.17969], [4.23257, -2.20204, 0.99908], [5.41166, -0.69938, 2.60367], [5.37853, 1.69275, 2.29297], [4.11305, 2.71740, 0.37253], [4.69292, 9.12226, -2.54336], [5.14759, 7.67149, -2.61390], [4.20752, 6.74130, -2.01750], [4.75468, 5.40592, -1.83962], [5.12804, 4.60625, -3.09047], [2.84818, 6.79784, -2.52649], [2.63093, 6.56381, -4.02655], [4.47623, 9.41520, -1.51483], [5.48307, 9.77395, -2.91971], [3.80571, 9.30440, -3.15154], [6.09502, 7.59718, -2.07294], [5.36849, 7.42193, -3.66327], [4.05545, 4.81353, -1.24162], [5.65142, 5.49631, -1.21628], [4.24867, 4.22075, -3.60137], [5.73038, 3.74188, -2.80362], [5.71803, 5.19120, -3.79804], [2.43029, 7.77587, -2.27184], [2.23286, 6.08959, -1.96476], [3.35664, 7.09905, -4.64051], [1.63801, 6.91967, -4.31164], [2.67310, 5.50631, -4.28294], [-6.95857, -4.08551, 5.55612], [-5.76477, -4.94652, 5.16952], [-5.00817, -4.41693, 4.04902], [-4.04444, -5.36293, 3.50843], [-2.88176, -5.79979, 4.40635], [-4.53488, -3.05080, 4.19273], [-3.62426, -2.72263, 5.38178], [-7.61771, -3.92306, 4.70192], [-7.53507, -4.58558, 6.33552], [-6.65445, -3.11493, 5.95059], [-6.14667, -5.93239, 4.89121], [-5.13524, -5.09694, 6.05967], [-3.63684, -4.95944, 2.57621], [-4.59488, -6.26053, 3.20881], [-2.12525, -5.02193, 4.50054], [-2.38863, -6.66974, 3.96704], [-3.21441, -6.08626, 5.40437], [-5.40722, -2.39308, 4.24236], [-4.02806, -2.75355, 3.26876], [-3.97922, -3.16750, 6.31207], [-3.59235, -1.64096, 5.52933], [-2.59908, -3.04755, 5.21109]], "forces_ev_per_angstrom": [[-0.03, -0.03, -0.03], [0.20, -0.39, 0.33], [0.31, 0.39, 0.08], [-0.67, -0.39, -0.32], [-0.50, -0.64, 0.09], [-0.16, 0.35, 0.53], [-0.18, -0.50, -0.36], [-0.36, -0.16, 0.06], [-0.92, 0.22, -0.76], [0.95, -0.14, 1.04], [0.13, -0.35, -0.67], [-0.67, 0.98, -0.19], [0.42, 0.62, -0.18], [0.84, 0.32, 0.16], [1.24, -1.11, 0.42], [0.04, -0.05, -0.09], [-0.23, 0.50, 0.53], [-0.66, -0.70, -0.78], [0.02, -0.67, -0.16], [0.29, -0.81, 0.59], [0.67, 0.58, 0.92], [0.10, 0.52, -0.09], [-0.87, 0.67, -1.10], [0.18, 0.11, -0.09], [-0.48, -0.18, 0.53], [-0.07, 0.04, -0.15], [-0.11, -0.01, -0.04], [0.07, -0.02, 0.11], [-0.23, 0.24, 0.10], [0.13, 0.06, -0.01], [0.04, -0.14, -0.27], [0.06, -0.11, 0.12], [0.19, 0.07, -0.26], [0.01, -0.05, -0.16], [0.00, 0.33, 0.29], [0.20, 0.05, -0.22], [-0.11, 0.11, 0.12], [0.21, 0.22, 0.32], [0.02, -0.18, -0.05], [-0.23, -0.11, -0.11], [0.14, 0.09, 0.12], [0.01, 0.15, -0.04], [-0.14, 0.16, -0.16], [0.09, -0.08, -0.06], [-0.03, 0.02, -0.04], [-0.05, 0.16, -0.14], [-0.02, -0.17, 0.25], [0.22, -0.14, 0.12], [0.01, -0.11, -0.05], [-0.22, 0.24, -0.06], [-0.15, -0.09, -0.02], [-0.05, -0.05, -0.01], [0.00, -0.02, -0.01], [0.00, 0.01, 0.02], [-0.04, -0.19, 0.03], [0.06, 0.05, -0.02], [-0.13, 0.08, -0.09], [0.01, 0.15, -0.04], [0.02, 0.01, -0.03], [-0.04, 0.00, 0.01], [-0.01, 0.06, 0.04], [0.11, 0.04, -0.01], [0.17, -0.10, 0.04], [0.02, 0.00, 0.03], [0.02, 0.02, 0.01], [0.10, 0.02, -0.04], [0.02, 0.05, 0.02], [-0.11, 0.09, 0.19], [0.07, -0.07, -0.36], [0.01, -0.22, -0.08], [0.13, -0.03, -0.09], [-0.15, 0.30, 0.11], [0.12, 0.13, -0.06], [0.05, 0.03, -0.02], [0.02, -0.01, 0.00], [-0.02, 0.00, -0.01], [0.16, -0.02, -0.11], [-0.03, -0.03, 0.04], [-0.03, 0.14, 0.05], [-0.10, 0.04, 0.09], [-0.03, 0.02, 0.08], [-0.03, 0.00, -0.01], [-0.02, 0.03, 0.00], [-0.05, -0.08, 0.07], [0.05, -0.20, -0.03], [-0.02, -0.02, -0.02], [-0.03, -0.01, 0.00], [-0.02, -0.08, 0.08]], "homo_lumo_gap_ev": 7.43, "total_charge": 0, "smiles": "NCCc1c(CCCC(=O)O)ccc2c1C(=O)c1ccccc1C2=O.CCN(CC)CC.CCN(CC)CC"}



2.
{"formula": "C32H49N7O2PSSi3Ti", "method": "ωB97M-V/def2-TZVPD", "elements": ["Ti", "O", "C", "N", "C", "O", "C", "C", "C", "C", "C", "N", "C", "C", "C", "C", "C", "N", "H", "H", "H", "H", "H", "H", "H", "H", "C", "Si", "C", "C", "C", "Si", "C", "C", "C", "Si", "C", "C", "C", "C", "C", "C", "C", "N", "H", "H", "H", "H", "H", "H", "H", "H", "H", "H", "H", "H", "H", "H", "H", "H", "H", "H", "H", "H", "H", "H", "H", "H", "H", "H", "H", "H", "C", "N", "C", "N", "C", "N", "C", "P", "C", "C", "H", "H", "H", "H", "H", "H", "H", "H", "H", "H", "H", "H", "H", "S"], "positions_angstrom": [[2.27503, 0.45680, -0.66437], [-1.63147, -0.66698, -1.56970], [-0.57282, -0.44116, -2.18429], [0.69742, -0.58500, -1.51735], [0.65519, -1.80583, -0.72272], [0.35927, -2.89431, -1.18114], [1.38601, -1.81892, 0.55397], [1.87779, -3.03212, 1.13642], [2.73334, -2.95538, 2.19860], [2.93775, -1.71857, 2.80815], [2.27819, -0.63021, 2.34298], [1.58924, -0.63280, 1.18006], [-0.62445, -0.25408, -3.67791], [-0.88733, -1.36065, -4.53628], [-1.28912, -1.20499, -5.87012], [-1.36324, 0.13455, -6.32529], [-1.12488, 1.17987, -5.41240], [-0.73997, 0.97430, -4.14899], [1.61884, -3.92100, 0.53998], [3.29632, -3.79834, 2.53780], [3.69652, -1.49017, 3.53771], [2.17106, 0.22778, 2.98993], [-0.63768, -2.36529, -4.07559], [-1.44402, -2.05852, -6.51748], [-1.50121, 0.45692, -7.33129], [-1.13003, 2.21530, -5.78411], [5.40150, 2.96994, -0.51310], [3.88725, 2.91821, 0.68281], [3.86399, 4.58755, 1.55647], [4.46945, 1.85252, 2.12523], [2.19530, 2.52504, -0.18871], [0.65945, 2.92295, 0.97689], [0.45155, 4.76829, 0.91555], [0.58024, 2.41283, 2.73813], [-0.81261, 2.11238, 0.16020], [2.07056, 3.45484, -1.88073], [3.09845, 5.07316, -2.08060], [0.40021, 4.06644, -2.58873], [2.88641, 2.19742, -3.19652], [3.66691, 2.55352, -4.31086], [3.95182, 1.56398, -5.25690], [3.70179, 0.25585, -4.92334], [3.17530, -0.08308, -3.69240], [2.73858, 0.91217, -2.87312], [5.94317, 2.03432, -0.42747], [6.05968, 3.81812, -0.27816], [5.07513, 3.02695, -1.59768], [4.84083, 4.75324, 1.92280], [3.11682, 4.63775, 2.32245], [3.64891, 5.39207, 0.77877], [4.67949, 0.83161, 1.79785], [3.73422, 1.84426, 2.90638], [5.37249, 2.29890, 2.59964], [1.07556, 5.24163, 1.68667], [-0.62203, 5.03492, 1.16604], [0.63235, 5.17398, -0.07816], [0.37606, 3.31522, 3.29700], [1.51042, 2.03886, 3.18151], [-0.32347, 1.71631, 2.83915], [-1.76886, 2.30269, 0.73674], [-0.72525, 1.04256, 0.10194], [-0.94796, 2.50043, -0.84908], [3.13843, 5.39369, -3.12243], [4.13909, 4.99021, -1.68167], [2.64212, 5.83848, -1.46154], [-0.31683, 3.30598, -2.45372], [0.60308, 4.23715, -3.65356], [0.05217, 4.94715, -2.09357], [3.93930, 3.64066, -4.41920], [4.38278, 1.76779, -6.17320], [3.97578, -0.51500, -5.62938], [3.14083, -1.11758, -3.24066], [-6.29768, -5.35523, 1.84464], [-7.07411, -5.23741, 3.16795], [-6.25794, -5.97357, 4.23465], [-4.92233, -5.42020, 4.39506], [-4.18197, -5.40634, 3.14865], [-4.96080, -4.81709, 2.05358], [-4.97300, -3.34439, 2.27677], [-5.80046, -2.80137, 3.90645], [-7.28405, -3.76662, 3.50942], [-4.94054, -4.10050, 5.03366], [-6.85237, -4.78779, 1.07688], [-6.17364, -6.44245, 1.69841], [-8.00883, -5.62661, 2.99959], [-6.22212, -7.00721, 3.81502], [-6.75658, -5.85060, 5.17968], [-4.05944, -6.51002, 2.89462], [-3.30511, -4.80339, 3.25801], [-5.54994, -2.84903, 1.45490], [-3.91543, -3.12373, 2.15731], [-7.85979, -3.19151, 2.70829], [-7.94213, -3.77235, 4.39491], [-5.36689, -4.10344, 6.04678], [-3.90355, -3.67763, 5.16661], [4.22250, -0.59908, -0.55614]], "forces_ev_per_angstrom": [[1.23, -1.05, -1.10], [1.78, 0.73, -1.68], [0.46, -1.71, 2.29], [-2.78, -1.77, 0.88], [0.98, 0.59, -2.37], [-0.86, 0.05, -0.05], [1.30, 0.62, 2.74], [-1.08, 0.55, -1.97], [0.29, 0.49, -0.03], [0.55, -0.31, -0.05], [-1.54, 0.31, -0.65], [-0.58, -0.67, 0.38], [-1.38, -0.08, -1.59], [0.83, -1.31, 1.07], [0.84, 1.51, 0.91], [0.21, 0.10, 1.45], [0.81, -1.01, -0.59], [-0.32, 1.03, 0.24], [0.39, 0.27, 0.69], [0.06, -0.54, 0.14], [-0.06, -0.58, 0.55], [0.53, 0.42, -0.57], [-0.74, 1.09, -0.76], [0.00, 0.07, 0.04], [-0.47, -0.32, -0.71], [-0.09, -0.43, 0.37], [-1.04, 0.13, -0.91], [0.02, -0.18, -0.81], [-1.03, 0.87, -2.45], [0.54, -0.07, -0.13], [-0.17, 1.52, 0.78], [1.23, -0.36, -2.63], [-1.59, 0.72, 0.78], [-0.56, -0.90, 0.85], [-1.23, 0.75, 0.67], [1.18, -0.21, 0.23], [0.84, -0.76, 0.82], [1.60, -0.61, -0.05], [0.27, 0.84, 0.61], [-0.63, 0.96, -0.40], [-0.58, 0.75, 2.40], [-0.12, -1.23, -0.12], [-0.27, 0.36, 1.24], [0.01, -0.84, -0.12], [0.13, -0.15, 0.11], [-0.11, -0.14, -0.11], [0.46, 0.04, 1.19], [1.09, 0.29, 0.70], [-0.31, 0.12, 0.60], [0.15, -0.76, 1.04], [0.04, 0.04, 0.11], [-0.55, -0.13, 0.53], [-0.36, -0.17, -0.53], [-0.03, 0.09, -0.44], [0.98, -0.21, -0.16], [0.25, 0.13, 0.17], [-0.33, 0.33, 0.31], [-0.42, -0.27, -0.13], [1.52, 0.70, 0.15], [0.89, -0.03, -0.56], [0.16, -0.54, -0.06], [-0.15, -0.13, 0.05], [-0.09, 0.11, 0.01], [-0.71, -0.05, -0.50], [-0.30, 0.33, -0.08], [-1.01, -0.85, -0.34], [-0.28, 0.07, 0.17], [-0.10, 0.72, 0.17], [-0.33, -1.34, -0.23], [0.96, 0.60, -1.69], [-0.02, -0.18, 0.03], [-0.07, 1.31, -0.80], [1.31, -0.14, 1.59], [1.95, 2.24, -0.59], [0.64, 0.30, -1.06], [-0.45, 0.21, 0.75], [-2.07, -2.33, -0.97], [-0.67, 1.18, -0.30], [-0.26, -0.37, -0.60], [1.10, -0.63, -0.19], [-1.22, -0.02, 0.20], [0.46, 1.30, -0.57], [0.25, -0.56, 0.25], [-0.54, 0.41, -0.47], [-1.51, -1.11, 0.12], [-0.02, 0.50, 0.78], [-0.58, -0.41, 0.25], [0.58, 1.40, 0.14], [0.83, -0.24, 0.03], [0.56, -0.32, 0.58], [-0.04, 0.91, 0.24], [0.62, -1.25, 0.62], [0.02, -0.04, -0.23], [-0.16, -0.22, -0.39], [-0.76, -0.77, -0.20], [-0.29, 0.22, -0.05]], "homo_lumo_gap_ev": [3.78, 6.18], "multiplicity": 3, "total_charge": -1}



| no. | E_tot (a.u.) |
| --- | --- |
| 1 | -1713.94425 |
| 2 | -4240.03715 |